No. 1
Molecular formula: C29H41IrN5OS3
Method: DFT, wB97M-V/def2-TZVPD

Geometry as XYZ:
```
80
Properties=species:S:1:pos:R:3:forces:R:3:lowdin_charge:R:1
Ir 0.7162 -2.7006 0.9439 -0.39 -0.18 0.46 0.446
S 2.3731 -1.2620 0.4820 0.13 -0.17 -0.14 0.718
C 1.5829 0.3038 0.5232 -0.04 0.00 0.00 -0.563
N 2.1859 1.3687 0.9188 -0.05 -0.13 -0.24 -0.015
C 1.4534 2.6411 1.0850 -0.06 0.07 0.04 -0.045
C -0.0268 2.3942 1.2384 0.11 0.01 0.04 -0.099
N -0.5020 1.5641 0.1293 -0.07 -0.07 0.30 -0.123
C -1.9873 1.5159 -0.0129 -0.02 0.03 -0.05 -0.107
C -2.5594 2.8916 -0.2084 -0.09 -0.02 -0.04 -0.245
C -2.5222 3.4848 -1.4689 0.05 0.03 0.05 -0.048
C -3.0392 4.7563 -1.6611 0.00 0.02 0.04 -0.052
C -3.6057 5.4409 -0.5921 0.02 -0.01 -0.03 -0.045
C -3.6634 4.8494 0.6613 0.01 0.01 -0.01 -0.044
C -3.1430 3.5770 0.8529 0.03 -0.04 -0.04 -0.044
C 0.1145 0.3000 0.1269 0.15 -0.04 -0.10 -0.722
S -0.5835 -0.9951 1.3050 -0.14 0.22 -0.20 0.686
C 3.6570 1.4187 1.2023 0.00 -0.02 0.13 -0.073
C 3.9447 2.0029 2.5542 0.08 -0.03 0.01 -0.255
C 3.6590 1.2601 3.6985 -0.02 0.04 -0.01 -0.035
C 3.9399 1.7836 4.9499 0.00 0.01 -0.02 -0.047
C 4.5150 3.0447 5.0601 -0.01 0.00 -0.02 -0.040
C 4.8046 3.7844 3.9223 -0.02 -0.03 0.00 -0.040
C 4.5184 3.2649 2.6669 -0.03 -0.03 0.03 -0.035
H 1.6949 3.2846 0.2353 -0.05 -0.02 -0.02 0.154
H 1.8571 3.1060 1.9839 0.02 0.01 -0.02 0.144
H -0.5555 3.3447 1.1996 0.01 -0.01 0.00 0.141
H -0.2404 1.9298 2.2100 0.00 0.01 0.01 0.149
H -2.4272 1.0305 0.8659 0.00 0.05 0.01 0.116
H -2.2015 0.8935 -0.8840 -0.02 -0.04 0.04 0.135
H -2.1154 2.9392 -2.3149 -0.02 -0.03 -0.02 0.102
H -3.0203 5.2079 -2.6436 0.00 0.01 -0.01 0.116
H -4.0146 6.4308 -0.7413 -0.01 0.00 -0.01 0.121
H -4.1240 5.3734 1.4873 0.00 0.01 0.01 0.120
H -3.2064 3.1127 1.8307 -0.01 -0.01 0.01 0.122
H 4.0871 2.0197 0.3985 0.00 0.02 0.02 0.148
H 4.0390 0.4026 1.1171 0.02 0.03 -0.02 0.087
H 3.2338 0.2654 3.6127 0.01 -0.02 -0.01 0.113
H 3.7282 1.2060 5.8392 0.00 0.00 0.00 0.118
H 4.7471 3.4463 6.0369 0.00 0.00 0.01 0.122
H 5.2601 4.7607 4.0105 0.01 0.01 0.00 0.121
H 4.7586 3.8379 1.7790 0.02 0.00 -0.02 0.122
O 0.0290 -0.3373 -1.1769 -0.04 -0.01 0.06 -0.026
C 0.3825 0.2606 -2.3088 -0.06 0.07 -0.09 -0.268
C 0.7086 -0.6559 -3.4330 0.00 0.03 -0.01 -0.043
C 2.2149 -0.5717 -3.8342 0.00 0.01 0.01 -0.127
C 2.9697 0.6431 -3.2926 -0.02 0.01 -0.05 -0.186
C 2.4668 1.9960 -3.7984 -0.01 -0.01 0.01 -0.140
C 0.9493 2.1691 -3.6800 -0.04 0.02 -0.07 -0.096
N 0.4318 1.5439 -2.4473 0.23 -0.10 0.06 0.171
H 0.0765 -0.3784 -4.2789 -0.02 -0.01 0.01 0.141
H 0.4370 -1.6651 -3.1341 0.00 0.00 -0.01 0.128
H 2.2716 -0.5863 -4.9222 0.01 -0.02 -0.01 0.132
H 2.7106 -1.4752 -3.4824 0.00 0.00 0.00 0.120
H 4.0221 0.5419 -3.5565 0.00 0.00 0.01 0.132
H 2.9425 0.6253 -2.1951 0.03 -0.01 0.02 0.092
H 2.7227 2.1208 -4.8513 0.01 0.01 0.00 0.134
H 2.9761 2.7955 -3.2586 0.00 0.01 0.00 0.120
H 0.4297 1.7132 -4.5218 0.00 0.01 0.00 0.134
H 0.6574 3.2161 -3.6487 0.01 0.00 -0.01 0.139
H 0.1820 2.1034 -1.6298 -0.11 0.02 -0.01 0.143
C -3.3918 -5.2702 2.8238 -0.01 -0.01 -0.02 -0.054
C -2.5564 -6.1827 1.9439 -0.03 -0.06 0.01 -0.181
N -1.4429 -5.4614 1.2866 -0.02 0.20 0.05 0.049
C -1.3176 -5.0096 0.0547 0.08 -0.13 0.10 -0.660
S 0.3022 -4.4057 -0.4483 0.38 0.28 -0.33 0.651
N -2.2091 -5.0153 -0.9094 0.03 0.06 0.08 0.049
C -3.6538 -5.3421 -0.9028 -0.04 -0.05 -0.01 -0.187
C -3.9328 -6.7242 -1.4656 -0.02 0.00 0.02 -0.050
H -4.2002 -5.8448 3.2732 0.00 0.00 0.01 0.099
H -3.8320 -4.4504 2.2546 -0.02 0.00 -0.01 0.075
H -2.7955 -4.8487 3.6325 0.01 0.00 0.01 0.086
H -3.1455 -6.6791 1.1796 0.02 -0.02 0.01 0.099
H -2.0810 -6.9674 2.5314 -0.02 0.01 0.02 0.140
H -0.6204 -5.3541 1.8618 0.05 -0.11 -0.04 0.122
H -1.8372 -4.7788 -1.8189 0.00 0.10 0.02 0.134
H -4.1217 -4.5720 -1.5156 -0.01 -0.02 0.00 0.134
H -4.0310 -5.2147 0.1072 -0.02 0.02 -0.02 0.099
H -3.5529 -6.8195 -2.4823 0.00 0.00 -0.01 0.090
H -5.0090 -6.8875 -1.4965 -0.01 0.00 0.00 0.099
H -3.4854 -7.5118 -0.8595 0.01 -0.01 0.01 0.080
```
Forces are in eV/Å.

## Properties
2S+1 = 1
total charge = +3
DFT total energy = -75556.278 eV
relative energy (zero: lowest compared OMol25 entry of this formula, charge and spin) = 0.230 eV

---

No. 2
Molecular formula: C34H51BrN2P2Sr
Method: DFT, wB97M-V/def2-TZVPD

Geometry as XYZ:
```
91
Properties=species:S:1:pos:R:3:forces:R:3:lowdin_charge:R:1
C 4.3840 -2.5401 -0.4343 -0.36 -0.15 -0.24 -0.009
C 4.2302 -2.4962 -1.8371 0.36 -0.34 -0.53 -0.235
C 3.7923 -3.6207 -2.5516 -0.26 0.00 0.52 0.000
C 3.3087 -4.7016 -1.8028 0.51 1.04 -0.24 -0.121
N 3.3375 -4.6656 -0.4787 -0.21 -1.16 0.83 0.048
C 3.8980 -3.6803 0.2170 0.32 0.79 -1.13 -0.141
C 4.3984 -1.2358 -2.5248 -0.47 2.71 0.92 0.082
C 4.2313 -0.0155 -2.5816 0.79 -3.04 -0.51 0.039
C 3.7193 1.2957 -2.4386 -0.11 0.16 -0.28 -0.221
C 2.3933 1.4988 -2.8977 -0.30 0.67 0.27 0.030
C 1.6771 2.6182 -2.3849 0.66 -1.32 -1.16 -0.132
C 2.4534 3.3299 -1.5405 -0.67 2.56 0.26 -0.272
C 3.7298 3.3187 -1.0909 1.27 -0.95 -0.53 -0.112
C 4.4464 2.2338 -1.6718 -0.32 0.36 0.49 0.025
Sr 1.2407 2.6082 0.4793 -0.91 -0.63 0.49 1.111
P -0.3832 -1.5887 0.6791 0.12 -0.51 -0.05 0.907
H 3.7650 -3.6176 -3.6403 -0.04 0.05 0.29 0.122
H 4.8142 -1.6859 0.1029 -0.23 -0.43 -0.24 0.115
H 2.8726 -5.5661 -2.3112 0.13 0.16 0.39 0.121
H 3.9543 -3.7544 1.3052 -0.11 -0.21 -0.30 0.111
H 5.5260 2.0977 -1.5111 -0.63 -0.12 0.10 0.142
H 1.9532 0.8156 -3.6369 0.20 0.20 0.60 0.119
H 4.1659 4.0319 -0.3622 -0.34 -0.38 -0.75 0.132
H 0.6397 2.8759 -2.6503 0.56 -0.15 0.03 0.122
C -2.1573 -1.8414 1.1644 0.04 0.35 -0.18 -0.438
C -2.8130 -3.2094 0.9944 -0.43 -0.27 0.13 -0.150
H -2.6997 -1.1080 0.5443 0.01 -0.15 0.23 0.044
H -2.2488 -1.5089 2.2104 0.01 0.03 -0.23 0.069
H -3.8761 -3.1312 1.2592 0.18 0.02 -0.06 0.081
H -2.7822 -3.5742 -0.0386 0.12 0.12 0.19 0.068
H -2.3944 -3.9806 1.6526 0.00 0.25 -0.26 0.059
C -0.1007 -2.8497 -0.6744 0.10 0.57 -0.10 -0.411
C 0.0279 -4.3354 -0.3427 -0.01 -0.45 0.01 -0.152
H 0.8439 -2.5108 -1.1372 -0.33 -0.12 -0.07 0.056
H -0.9010 -2.6913 -1.4199 0.33 0.07 0.25 0.047
H 0.0515 -4.9001 -1.2872 0.00 0.13 0.22 0.081
H 0.9740 -4.5728 0.1659 -0.40 0.14 -0.04 0.049
H -0.8141 -4.7338 0.2410 0.35 0.20 -0.22 0.053
C 0.5505 -2.3081 2.1092 0.00 0.20 0.06 -0.439
C -0.0306 -3.4819 2.8898 0.18 -0.37 0.35 -0.149
H 0.6656 -1.4507 2.7943 0.12 -0.23 -0.06 0.035
H 1.5561 -2.5573 1.7359 -0.18 0.12 0.07 0.056
H 0.6149 -3.6856 3.7538 -0.12 0.00 -0.10 0.076
H -1.0292 -3.2726 3.2885 0.16 0.01 -0.14 0.063
H -0.0692 -4.4142 2.3135 -0.05 0.37 0.08 0.063
Br 1.0578 5.3491 0.8770 0.10 -0.27 0.20 -0.148
P -1.7603 0.1141 -2.7045 0.38 0.01 0.45 0.919
C -2.8900 -1.2827 -3.1444 -0.14 0.08 0.07 -0.433
C -4.1487 -0.9423 -3.9541 -0.16 -0.31 -0.19 -0.147
H -3.1876 -1.7182 -2.1680 0.13 0.03 -0.52 0.055
H -2.2844 -2.0390 -3.6796 -0.20 0.25 0.34 0.080
H -4.7157 -1.8761 -4.1028 0.02 0.42 0.02 0.081
H -4.7968 -0.2281 -3.4200 0.22 -0.29 -0.26 0.067
H -3.9166 -0.5398 -4.9551 -0.11 -0.13 0.54 0.060
C -2.8626 1.6088 -2.5738 0.25 -0.16 -0.01 -0.436
C -3.0658 2.4523 -3.8225 -0.42 0.48 -0.13 -0.155
H -2.3841 2.2241 -1.7894 -0.32 -0.11 -0.22 0.042
H -3.8316 1.2700 -2.1764 0.29 0.11 0.02 0.069
H -3.6576 3.3368 -3.5631 0.11 -0.02 -0.07 0.078
H -2.1208 2.8145 -4.2414 -0.13 -0.12 0.03 0.066
H -3.6259 1.9424 -4.6140 0.20 -0.05 0.23 0.066
C -0.7426 0.3526 -4.2373 -0.18 -0.22 0.17 -0.443
C -1.4113 0.1021 -5.5822 0.30 0.16 -0.65 -0.148
H 0.0858 -0.3663 -4.1103 -0.19 0.24 -0.06 0.060
H -0.2997 1.3604 -4.1981 -0.11 -0.23 -0.03 0.049
H -0.6552 0.2085 -6.3702 -0.15 -0.06 0.03 0.080
H -1.8096 -0.9158 -5.6707 0.05 0.28 0.11 0.070
H -2.2007 0.8251 -5.8181 0.16 -0.27 0.17 0.060
C 0.3836 1.3815 5.5226 -0.11 -0.33 0.07 0.026
N 0.9407 2.7605 5.3317 -0.23 0.07 -0.09 -0.179
C 2.3410 2.8165 5.8467 0.26 0.22 -0.04 0.017
C 0.8666 3.2474 3.8714 0.36 0.20 0.73 -0.126
C -0.5537 3.2254 3.3931 -0.26 0.88 0.48 -0.312
C -1.5236 4.0041 4.0873 0.00 -0.61 -0.65 -0.009
C -2.8772 3.8806 3.7280 0.44 0.31 0.22 -0.029
C -3.2598 3.0223 2.6921 0.23 0.01 0.04 -0.027
C -2.2923 2.2360 2.0180 -0.78 0.29 -0.23 -0.061
C -0.9751 2.4955 2.3030 -0.64 -0.56 1.02 -0.046
H 0.8426 0.7117 4.7851 -0.11 0.22 0.13 0.109
H -0.7060 1.3924 5.3953 0.39 0.03 0.02 0.115
H 0.6623 1.0323 6.5282 -0.26 0.20 -0.37 0.117
H 0.3598 3.4102 5.8921 0.33 -0.35 -0.33 0.182
H 2.9700 2.2004 5.1983 -0.12 0.07 0.13 0.114
H 2.6853 3.8538 5.8148 -0.02 -0.21 0.07 0.119
H 2.3712 2.4201 6.8664 -0.03 0.21 -0.24 0.116
H 1.3152 4.2533 3.8615 -0.23 -0.27 -0.06 0.124
H 1.5404 2.5724 3.3220 -0.24 0.09 0.20 0.104
H -1.2129 4.7007 4.8838 -0.20 -0.37 -0.42 0.135
H -3.6211 4.4624 4.2961 0.36 -0.37 -0.50 0.133
H -4.3173 2.9648 2.4109 0.48 -0.22 0.15 0.129
H -2.6318 1.4651 1.3178 0.29 0.39 0.05 0.110
```
Forces are in eV/Å.

## Properties
2S+1 = 1
total charge = +2
DFT total energy = -128501.565 eV

---

No. 3
Molecular formula: C5H14NO3
Method: DFT, wB97M-V/def2-TZVPD

Geometry as XYZ:
```
23
Properties=species:S:1:pos:R:3:forces:R:3:lowdin_charge:R:1
C -0.9536 1.7708 -0.1411 3.02 0.65 -0.57 -0.162
C -2.0849 0.8769 0.2755 -0.72 -0.07 0.63 -0.421
O -2.0281 -0.4635 0.2109 2.70 -3.97 -0.40 -0.215
C 0.0430 0.9728 -1.0838 0.53 0.70 -2.74 -0.239
N 1.4304 0.7182 -0.6083 -0.43 -0.44 -3.67 -0.100
C 1.8490 -0.6210 -1.1228 1.06 -1.91 0.14 -0.212
C 0.7507 -1.7806 -0.7335 -1.18 2.46 1.61 -0.320
O 0.2658 -1.4421 0.5601 -0.17 -0.30 -0.29 -0.325
H -0.4023 2.1341 0.7837 -0.34 -0.32 -1.09 0.112
H -1.3176 2.6805 -0.6804 0.16 -0.67 0.52 0.096
H -2.8759 1.0164 -0.4153 -1.64 1.55 -0.15 0.091
H -2.2557 0.9766 1.3319 -0.98 1.78 0.72 0.093
H -0.9573 -0.9218 0.4691 -0.47 0.12 -0.37 0.061
H -0.4730 -0.0205 -1.2136 0.47 1.45 -0.48 0.064
H 0.3321 1.4827 -2.1821 -1.72 -1.04 2.51 0.141
H 1.3140 0.6946 0.3406 0.29 -0.87 3.11 0.029
H 2.9239 -0.8488 -0.6671 -2.33 0.23 -0.56 0.113
H 2.0499 -0.7948 -2.2620 -0.54 1.38 1.61 0.101
H -0.2015 -1.7966 -1.3885 1.75 -0.10 0.11 0.107
H 1.1767 -2.7634 -0.6848 0.60 -0.66 -0.44 0.065
H 0.8404 -1.0693 2.5681 -0.03 -2.01 -3.60 -0.050
H -0.1354 -0.2487 3.3434 -3.65 1.04 -0.30 -0.029
O 0.7093 -0.5525 3.3001 3.61 0.99 3.65 0.000
```
Forces are in eV/Å.

## Properties
2S+1 = 1
total charge = -1
DFT total energy = -13042.507 eV
relative energy (zero: lowest compared OMol25 entry of this formula, charge and spin) = 2.945 eV

---

No. 4
Molecular formula: C2H2Cl2
Method: DFT, wB97M-V/def2-TZVPD

Geometry as XYZ:
```
6
Properties=species:S:1:pos:R:3:forces:R:3:lowdin_charge:R:1
C -0.1371 -0.4781 -0.2169 1.49 2.92 0.65 -1.158
C -0.3328 -1.4830 -1.0214 -0.82 -0.33 0.37 -0.089
H 0.4929 -1.5859 -1.7303 -0.76 -0.80 0.00 0.069
H -1.2944 -2.0323 -0.8669 1.24 0.17 -0.74 0.092
Cl -1.1212 0.3207 0.9525 -0.53 -0.88 -0.04 0.591
Cl 1.3342 0.5843 -0.3627 -0.62 -1.07 -0.24 0.495
```
Forces are in eV/Å.

## Properties
2S+1 = 1
structure (SMILES) = C=C(Cl)Cl
DFT total energy = -27150.173 eV
relative energy (zero: lowest compared OMol25 entry of this formula, charge and spin) = 0.416 eV

---

No. 5
Molecular formula: C5H10
Method: DFT, wB97M-V/def2-TZVPD

Geometry as XYZ:
```
15
Properties=species:S:1:pos:R:3:forces:R:3:lowdin_charge:R:1
C 1.1583 0.4373 0.8371 0.16 -0.90 0.37 -0.158
C 0.1282 -0.3606 0.1027 -0.91 0.08 0.56 -0.161
C -1.1840 0.3307 -0.0729 0.86 0.77 -1.51 -0.570
C -1.0955 1.0006 -1.3355 -0.96 -0.19 0.24 -0.147
C -2.1335 0.5635 0.8902 -0.09 -0.17 0.23 -0.122
H 0.7142 0.7962 1.7670 0.00 0.23 -0.07 0.057
H 1.4833 1.2896 0.2376 0.04 0.16 -0.03 0.058
H 2.0353 -0.1603 1.1237 0.03 0.07 -0.17 0.041
H 0.3680 -1.0691 -0.6807 0.44 0.02 0.04 0.061
H 3.0668 -3.2579 -1.1034 -0.02 -0.14 -0.38 0.002
H -1.9725 1.5784 -1.6493 0.14 0.05 0.04 -0.015
H -0.5524 0.5642 -2.1689 0.21 -0.09 0.20 -0.032
H 3.1109 -3.0074 -0.4183 0.01 0.15 0.38 0.003
H -2.8977 1.3007 0.6624 -0.17 -0.16 0.09 -0.003
H -2.2294 -0.0058 1.8083 0.26 0.10 0.03 -0.016
```
Forces are in eV/Å.

## Properties
2S+1 = 2
total charge = -1
DFT total energy = -5342.810 eV
relative energy (zero: lowest compared OMol25 entry of this formula, charge and spin) = 2.183 eV